{"formula": "C4H7NO", "method": "the ωB97M-V functional and the def2-TZVPD basis", "symbols": ["O", "C", "C", "C", "C", "N", "H", "H", "H", "H", "H", "H", "H"], "xyz": [[1.39699, -1.08158, -0.85429], [0.23460, -1.71040, -0.56044], [-0.98522, -1.18333, -0.67761], [-0.38478, 0.67827, 1.13192], [0.76735, 1.16320, 0.86983], [-0.40390, 1.76713, 0.11597], [0.40315, -2.70636, -0.15925], [-1.85188, -1.73465, -0.32856], [-1.14028, -0.19974, -1.11636], [-1.09036, 0.12058, 1.71471], [1.26549, -0.13055, -0.67965], [1.78457, 1.37671, 1.12972], [-0.68497, 2.62331, 0.61137]], "smiles": "C1=CN1.C=CO", "total_energy_ev": -7794.1884, "gap_ev": 9.5830, "total_charge": 0, "relative_energy_kcal_mol": 125.8, "lumo_ev": 1.0}